This record from the Open Molecules 2025 dataset describes 15 unconnected molecules or ions with the total composition C86H194N8O22 in a non-equilibrium geometry. The level of theory is ωB97M-V/def2-TZVPD.

Last column: Mulliken charge in e.
Geometry (Å):
C 16.389 11.096 22.025  -0.29
C 16.912 10.609 20.650  -1.16
O 16.363 11.360 19.540  -0.04
O 16.649 12.501 22.265  0.61
H 16.916 10.575 22.805  0.27
H 15.313 10.946 22.111  0.29
H 16.568 9.616 20.591  0.84
H 18.034 10.508 20.527  0.12
H 16.185 12.274 19.823  -0.40
H 16.979 12.524 23.172  -0.95
C 18.458 9.812 16.387  -0.80
C 19.225 11.140 16.484  1.74
O 20.296 10.925 17.356  -0.71
O 17.558 9.860 15.275  -0.71
H 17.949 9.544 17.332  0.04
H 19.225 9.048 16.260  0.50
H 18.623 11.916 16.951  -0.48
H 19.506 11.511 15.528  -0.59
H 21.037 11.450 17.041  0.36
H 16.839 10.407 15.626  0.00
C 26.424 12.653 21.133  -0.60
C 25.071 12.103 20.877  0.94
O 24.243 12.187 22.000  -0.41
O 27.111 11.953 22.089  -0.58
H 26.355 13.712 21.403  0.24
H 27.093 12.708 20.276  0.37
H 25.173 11.058 20.541  0.31
H 24.710 12.654 20.014  -0.76
H 23.643 12.916 21.784  0.12
H 26.900 12.350 22.957  0.35
C 23.528 12.504 15.884  -0.39
C 24.072 12.034 17.211  0.10
O 25.557 12.082 17.193  -0.62
O 22.118 12.642 16.073  0.39
H 23.754 11.835 15.045  0.53
H 24.011 13.464 15.687  0.05
H 23.767 11.023 17.445  0.52
H 23.744 12.661 18.063  -0.49
H 25.936 12.208 18.041  0.30
H 21.711 12.795 15.192  -0.20
C 21.818 17.045 23.395  0.29
C 23.281 17.139 23.825  -0.51
O 23.386 17.327 25.237  -0.67
O 21.296 15.810 23.861  -0.19
H 21.737 17.072 22.301  -0.19
H 21.220 17.860 23.837  0.30
H 23.803 18.005 23.405  0.37
H 23.755 16.220 23.479  -0.03
H 23.809 16.520 25.596  0.41
H 20.373 15.775 23.565  -0.56
C 16.493 17.231 25.536  0.58
C 16.348 18.655 24.871  -0.07
O 17.608 19.376 24.786  -0.65
O 15.254 16.600 25.467  -0.41
H 16.857 17.410 26.544  0.45
H 17.160 16.664 24.907  -0.71
H 15.686 19.321 25.502  0.42
H 15.874 18.432 23.900  -0.03
H 17.741 19.711 23.903  0.39
H 14.626 17.161 25.954  0.29
C 25.029 13.666 24.645  -0.34
C 23.687 12.998 25.044  0.16
O 23.599 12.688 26.420  -0.66
O 25.104 14.962 25.327  -0.52
H 25.068 13.796 23.590  0.09
H 25.898 13.121 24.992  0.49
H 23.687 12.042 24.549  0.33
H 22.912 13.720 24.688  -0.20
H 23.702 13.513 26.957  0.38
H 26.066 15.230 25.290  0.23
C 13.705 16.928 21.963  -0.70
C 12.528 16.482 21.064  2.11
C 12.946 15.685 19.803  -1.18
C 13.435 14.314 20.185  2.76
C 12.249 13.528 20.818  -2.37
C 11.864 14.258 22.122  2.28
N 11.588 15.712 21.867  0.15
O 11.371 16.398 23.090  -0.49
C 10.530 13.774 22.673  -2.19
C 12.954 14.063 23.202  -1.49
C 11.729 17.762 20.746  -2.14
H 14.533 17.267 21.377  -0.39
H 14.027 16.125 22.590  0.07
H 13.381 17.761 22.591  0.46
H 12.028 15.667 19.188  0.57
H 13.711 16.247 19.240  0.43
H 14.326 14.327 20.811  -1.16
H 13.794 13.683 19.318  -1.08
H 12.550 12.509 21.015  0.67
H 11.405 13.535 20.142  0.38
H 10.534 12.694 22.625  0.42
H 10.559 14.142 23.681  0.45
H 9.803 14.184 21.999  0.47
H 12.839 14.775 23.929  0.81
H 12.985 13.051 23.641  0.78
H 13.956 14.256 22.730  -0.89
H 11.403 18.231 21.658  0.67
H 10.798 17.518 20.188  0.38
H 12.295 18.497 20.157  -0.08
H 10.423 16.546 23.027  0.41
C 15.381 24.883 20.706  -2.10
C 15.481 23.383 20.248  1.71
C 15.928 22.615 21.506  -1.75
C 15.653 21.129 21.561  0.23
C 14.187 20.876 21.164  -0.64
C 13.788 21.554 19.821  1.90
N 14.122 22.988 19.952  0.10
O 13.735 23.610 18.714  -0.50
C 14.461 20.923 18.582  -1.16
C 12.232 21.507 19.697  -1.84
C 16.522 23.219 19.085  -1.17
H 15.077 25.557 19.962  0.49
H 16.353 25.201 21.123  0.34
H 14.668 25.029 21.522  0.48
H 17.020 22.697 21.694  0.43
H 15.471 23.042 22.385  0.48
H 15.705 20.707 22.554  0.25
H 16.346 20.590 20.922  -0.16
H 13.474 21.226 21.921  0.62
H 14.147 19.790 21.061  -0.41
H 15.521 20.721 18.787  -0.37
H 14.003 19.940 18.336  0.44
H 14.387 21.651 17.786  0.46
H 11.861 20.524 20.036  0.24
H 11.841 22.265 20.337  0.55
H 11.938 21.771 18.637  0.35
H 16.630 22.168 18.809  -0.19
H 17.441 23.622 19.501  0.45
H 16.207 23.802 18.240  0.50
H 13.128 24.298 18.945  0.35
C 15.323 13.206 25.277  -1.36
C 16.551 12.904 26.136  1.95
C 16.485 11.426 26.463  -1.57
C 17.846 10.899 26.908  -0.92
C 18.957 11.131 25.878  -1.09
C 19.137 12.581 25.509  1.57
N 17.735 13.122 25.199  0.38
O 17.920 14.529 24.985  0.27
C 19.872 13.401 26.614  -1.80
C 19.903 12.570 24.156  -1.14
C 16.555 13.811 27.325  -1.48
H 15.426 12.603 24.380  -0.14
H 15.225 14.247 24.956  -0.19
H 14.421 12.941 25.850  0.74
H 15.713 11.203 27.156  0.52
H 16.126 10.937 25.533  0.23
H 17.665 9.860 27.110  0.54
H 18.233 11.340 27.811  0.40
H 18.666 10.641 24.925  0.28
H 19.885 10.693 26.269  0.51
H 20.104 14.439 26.325  0.26
H 19.238 13.418 27.504  0.32
H 20.833 12.930 26.851  0.47
H 19.387 11.892 23.449  0.07
H 20.001 13.522 23.711  -0.67
H 20.899 12.172 24.243  0.67
H 15.546 13.805 27.659  0.60
H 16.889 14.790 26.937  0.03
H 17.205 13.443 28.140  0.32
H 18.186 14.854 25.837  0.05
C 23.023 17.929 18.040  -0.29
C 24.137 17.094 17.349  1.98
C 24.335 17.429 15.864  -0.34
C 24.936 18.863 15.644  -0.57
C 26.299 18.963 16.327  -1.30
C 26.138 18.613 17.853  1.27
N 25.424 17.311 17.960  -0.04
O 25.372 16.918 19.315  -0.35
C 27.562 18.517 18.529  -1.94
C 25.434 19.852 18.655  -1.57
C 23.721 15.619 17.644  -1.49
H 23.167 17.899 19.123  0.46
H 22.040 17.509 17.743  -0.96
H 23.063 18.953 17.701  0.20
H 24.954 16.654 15.467  0.78
H 23.404 17.360 15.274  -0.81
H 24.245 19.642 15.978  0.12
H 24.998 19.068 14.565  0.55
H 26.720 19.954 16.236  0.51
H 26.979 18.320 15.768  0.37
H 28.059 19.446 18.207  0.46
H 27.512 18.553 19.649  0.34
H 28.159 17.634 18.295  0.41
H 25.303 19.549 19.706  0.30
H 26.084 20.675 18.679  0.54
H 24.468 20.094 18.249  0.26
H 23.507 15.567 18.729  0.15
H 24.467 14.882 17.456  0.90
H 22.872 15.274 16.988  -0.35
H 26.174 16.389 19.412  0.35
C 15.600 13.253 14.656  -1.33
C 14.890 13.490 16.008  1.16
C 13.460 14.111 15.824  -0.66
C 12.403 13.071 15.315  -0.88
C 12.427 11.880 16.298  -1.10
C 13.782 11.191 16.575  1.44
N 14.766 12.264 16.815  0.34
O 16.068 11.688 16.874  2.14
C 13.695 10.378 17.928  -1.49
C 14.147 10.259 15.344  -1.77
C 15.718 14.493 16.864  -0.77
H 15.639 14.197 14.121  0.33
H 14.956 12.587 14.040  0.40
H 16.638 12.891 14.745  -0.34
H 13.195 14.524 16.805  0.07
H 13.606 14.898 15.066  0.32
H 12.585 12.695 14.327  0.40
H 11.413 13.533 15.226  0.50
H 11.720 11.089 16.070  0.61
H 12.018 12.332 17.196  0.00
H 14.694 10.037 18.157  0.21
H 13.291 11.058 18.704  0.06
H 12.942 9.577 17.700  0.47
H 14.259 10.731 14.387  0.31
H 15.037 9.615 15.503  0.37
H 13.237 9.659 15.210  0.53
H 16.705 13.983 16.988  -0.51
H 15.133 14.670 17.804  -0.49
H 15.839 15.415 16.282  0.75
H 16.193 11.488 17.800  -0.19
C 21.384 16.468 14.176  -2.50
C 20.165 15.680 13.682  3.50
C 19.237 16.617 12.858  -1.07
C 18.152 15.928 12.033  -0.49
C 18.820 14.868 11.053  -1.18
C 19.805 13.890 11.844  1.48
N 20.680 14.712 12.692  -0.08
O 21.613 13.846 13.314  -0.41
C 19.076 12.860 12.728  -1.65
C 20.670 13.151 10.785  -1.94
C 19.550 14.997 14.898  0.20
H 22.098 16.782 13.405  0.81
H 22.018 15.843 14.873  0.58
H 21.057 17.382 14.696  -0.23
H 18.827 17.353 13.573  -0.43
H 19.865 17.122 12.173  0.84
H 17.616 16.694 11.484  0.55
H 17.499 15.357 12.694  -0.20
H 19.271 15.430 10.223  0.34
H 17.981 14.275 10.615  0.44
H 19.826 12.261 13.208  0.18
H 18.309 13.231 13.347  0.11
H 18.483 12.276 12.006  0.55
H 21.204 13.933 10.238  0.47
H 21.349 12.441 11.215  0.40
H 19.996 12.551 10.176  0.38
H 18.646 14.443 14.733  -0.39
H 19.411 15.861 15.605  -0.43
H 20.312 14.300 15.302  -0.19
H 22.374 14.318 13.095  0.34
C 18.592 21.751 16.269  -1.83
C 18.523 20.389 15.569  2.10
C 17.474 20.325 14.426  -0.94
C 17.842 21.243 13.225  -0.82
C 19.291 20.780 12.733  -1.28
C 20.361 20.744 13.845  1.59
N 19.820 19.914 14.962  1.36
O 20.792 19.974 16.008  -0.54
C 21.592 19.987 13.320  -1.69
C 20.866 22.167 14.324  -1.48
C 18.202 19.325 16.686  -2.03
H 17.660 21.864 16.878  -0.02
H 18.698 22.552 15.574  0.55
H 19.454 21.769 16.960  0.32
H 17.536 19.256 14.075  0.23
H 16.458 20.534 14.767  0.44
H 17.849 22.332 13.448  0.37
H 17.064 21.210 12.419  0.45
H 19.697 21.376 11.929  0.52
H 19.152 19.780 12.322  0.12
H 21.348 18.945 13.130  0.04
H 21.863 20.468 12.374  0.52
H 22.452 20.058 13.981  0.35
H 21.402 21.870 15.261  0.31
H 21.516 22.582 13.570  0.46
H 20.044 22.898 14.477  0.26
H 17.167 19.357 16.947  0.95
H 18.854 19.522 17.559  0.47
H 18.503 18.336 16.315  -0.58
H 20.866 19.080 16.325  -0.21
C 18.026 17.484 21.825  -1.83
C 18.246 16.456 20.664  1.99
C 18.707 17.244 19.428  -1.45
C 19.252 16.316 18.337  1.27
C 20.354 15.485 18.866  -0.10
C 19.948 14.601 20.081  1.39
N 19.345 15.548 21.079  0.58
O 19.051 14.957 22.291  3.54
C 18.972 13.335 19.758  -0.51
C 21.242 14.049 20.765  -2.00
C 16.947 15.741 20.465  -0.75
H 17.323 18.274 21.672  0.13
H 18.968 18.017 22.005  0.52
H 17.788 16.967 22.737  -0.58
H 17.909 17.934 19.140  0.53
H 19.516 17.848 19.827  0.60
H 19.553 16.906 17.457  -0.63
H 18.462 15.624 17.979  -0.81
H 21.136 16.165 19.224  0.01
H 20.792 14.920 18.064  0.34
H 18.093 13.669 19.206  -0.78
H 19.541 12.571 19.167  0.39
H 18.658 12.874 20.692  -0.15
H 21.787 13.425 19.997  -0.02
H 21.929 14.797 21.132  0.44
H 20.951 13.338 21.551  0.30
H 16.067 16.390 20.316  0.51
H 16.727 15.293 21.422  -0.06
H 16.963 14.995 19.685  -0.62
H 18.256 14.407 22.233  -1.29

Results
Frontier orbital gap: 8.5699 eV
HOMO level: -0.3049 Eh
Charge: 0
Energy relative to the best compared isomer or geometry (same formula, charge and spin): 1.526 eV